# 1
C21H22N2O2S | ωB97M-V/def2-TZVPD

```
48
C21H22N2O2S | OMol25 | ωB97M-V/def2-TZVPD
O 1.1209 3.8541 1.5490
C 1.7541 2.9116 1.1265
C 1.7939 1.5616 1.9473
N 1.4672 0.2830 1.2362
C 0.1598 0.3002 0.5399
C -0.0067 -1.0167 -0.2713
C 0.0639 -2.2918 0.5958
C -1.1544 -2.4305 1.5391
C -2.4528 -2.4095 0.7149
C -3.2614 -1.2668 0.6693
C -4.4229 -1.2784 -0.0675
C -4.7811 -2.3984 -0.8521
N -5.8810 -2.3489 -1.6907
C -6.8620 -1.7629 -2.0171
S -8.0915 -0.8957 -2.4676
C -3.9893 -3.5202 -0.8179
C -2.8519 -3.5455 -0.0159
C 1.4206 -2.2091 1.3214
C 1.6513 -0.9083 2.0837
C 2.4976 3.1441 -0.1407
C 2.3333 4.3465 -0.8867
C 3.0579 4.5279 -2.0725
C 3.8405 3.5043 -2.5696
O 4.5014 3.6639 -3.7278
C 4.0023 2.3154 -1.8584
C 3.3327 2.1334 -0.6943
H 1.0488 1.7123 2.7585
H 2.8005 1.5098 2.3898
H 0.1130 1.1353 -0.1372
H -0.6750 0.3846 1.2584
H -0.9186 -0.9509 -0.8812
H 0.8371 -1.0205 -0.9650
H 0.0751 -3.1917 -0.0748
H -1.1478 -3.3827 2.0879
H -1.2145 -1.6372 2.2915
H -2.9803 -0.4024 1.2663
H -5.0606 -0.3913 -0.0869
H -4.2902 -4.4053 -1.3944
H -2.2843 -4.4945 0.0340
H 2.1705 -2.2494 0.5431
H 1.5806 -3.0219 1.9894
H 0.9805 -0.7932 2.9469
H 2.6536 -0.9282 2.4811
H 1.6759 5.0981 -0.5120
H 2.9597 5.4533 -2.6405
H 4.2809 4.5712 -4.0891
H 4.6193 1.5702 -2.3030
H 3.5334 1.1710 -0.1358
```

- Relative energy (zero: lowest compared OMol25 entry of this formula, charge and spin): 123.3 kJ/mol
- LUMO: 0.4 eV
- Total energy: -1471.590519 Ha
- SMILES string: O=C(CN1CCC(Cc2ccc(N=C=S)cc2)CC1)c1ccc(O)cc1

***

# 2
C21H22N2O6S | ωB97M-V/def2-TZVPD

```
52
C21H22N2O6S | OMol25 | ωB97M-V/def2-TZVPD
C 6.9101 1.3224 0.8919
O 5.6131 0.9541 0.4389
C 5.5601 0.3114 -0.7320
O 6.5358 0.0235 -1.3727
C 4.1434 -0.0100 -1.1528
C 3.0806 0.3947 -0.1324
N 1.7610 0.0828 -0.6279
C 1.2773 -1.2231 -0.6520
C 0.1201 -1.4971 -1.3840
C -0.4253 -2.7660 -1.3891
C 0.1746 -3.7938 -0.6803
C 1.3395 -3.5374 0.0200
C 1.8907 -2.2685 0.0382
S 0.6138 1.3172 -0.6315
O 0.0981 1.4979 -1.9570
O 1.2059 2.4617 -0.0086
C -0.7263 0.6875 0.3858
C -2.0100 0.7408 -0.1013
C -3.0730 0.2736 0.6720
C -4.4327 0.3167 0.1758
C -4.9713 0.7647 -1.0048
C -6.3611 0.5258 -0.8642
C -7.4372 0.8175 -1.8418
N -6.6080 -0.0162 0.3005
O -5.4310 -0.1513 0.9524
C -2.7956 -0.2421 1.9385
C -1.5052 -0.2886 2.4273
C -0.4428 0.1828 1.6556
O 0.8545 0.1820 2.0243
C 1.1969 -0.3034 3.3056
H 6.7611 1.8980 1.8015
H 7.4194 1.9222 0.1356
H 7.5087 0.4316 1.0934
H 4.0916 -1.0824 -1.3582
H 3.9566 0.5012 -2.1001
H 3.2675 -0.0828 0.8340
H 3.0959 1.4734 0.0224
H -0.3301 -0.7095 -1.9635
H -1.3229 -2.9541 -1.9590
H -0.2528 -4.7847 -0.6848
H 1.8292 -4.3323 0.5640
H 2.7973 -2.1027 0.5974
H -2.1590 1.1448 -1.0891
H -4.4682 1.1970 -1.8430
H -8.3948 0.5121 -1.4314
H -7.4612 1.8830 -2.0636
H -7.2532 0.2813 -2.7712
H -3.6107 -0.6100 2.5426
H -1.3320 -0.6951 3.4106
H 2.2732 -0.1656 3.3919
H 0.9549 -1.3660 3.4040
H 0.6980 0.2647 4.0953
```

- Relative energy (zero: lowest compared OMol25 entry of this formula, charge and spin): 232.5 kJ/mol
- LUMO: 0.3 eV
- Total energy: -1772.520519 Ha
- SMILES string: COC(=O)CCN(c1ccccc1)S(=O)(=O)c1cc(-c2cc(C)no2)ccc1OC